Entry 1:
58
Properties=species:S:1:pos:R:3:forces:R:3 method="wB97M-V/def2-TZVPD" charge=+1 spin_multiplicity=1 e_lumo_ev=-3.44 total_energy_ev=-77894.0357 e_homo_ev=-10.36 e_above_lowest_kcal_mol=0.0 orbital_gap_ev=6.92
Ni 0.1603 0.5380 -0.0927 0.4 0.3 0.1
C 2.1613 2.4171 1.2676 0.0 0.1 -0.1
O 1.8268 1.6490 0.1003 -0.1 -0.2 0.3
C 2.8684 0.9791 -0.5370 -0.1 -0.5 -0.3
C 4.2087 1.0593 -0.2233 -0.1 0.3 0.0
C 5.1119 0.3148 -0.9805 0.1 0.1 0.1
C 4.6822 -0.5018 -2.0089 0.0 -0.1 -0.1
C 3.3277 -0.6192 -2.2892 0.0 0.0 0.0
C 2.4260 0.1175 -1.5475 -0.1 0.1 0.2
N 1.0115 -0.0130 -1.6307 0.0 -0.1 -0.1
N 0.5450 -0.6059 -2.6424 -0.2 0.0 0.0
C -0.7639 -0.9408 -2.6894 0.3 0.0 0.1
C -1.5813 -0.9712 -1.5305 0.0 -0.1 0.1
O -1.2077 -0.5907 -0.3453 -0.2 0.1 -0.3
C -2.8870 -1.5380 -1.6374 0.0 0.0 0.0
C -3.3482 -2.0009 -2.8222 0.0 0.0 0.0
C -2.5621 -1.9646 -4.0168 0.0 0.0 0.0
C -3.0670 -2.4495 -5.2373 0.0 0.0 0.0
C -2.2966 -2.4181 -6.3702 0.0 0.0 0.0
C -0.9980 -1.8923 -6.3096 0.0 0.0 0.0
C -0.4885 -1.4047 -5.1305 0.0 0.0 0.0
C -1.2599 -1.4398 -3.9572 0.0 0.0 0.0
H 2.9717 3.1003 1.0236 0.0 0.0 0.0
H 2.4467 1.7540 2.0846 0.0 0.0 0.0
H 1.2748 2.9832 1.5262 0.0 0.0 0.0
H 4.5720 1.6989 0.5674 0.0 0.0 0.0
H 6.1658 0.3798 -0.7474 0.0 0.0 0.0
H 5.4010 -1.0752 -2.5775 0.0 0.0 0.0
H 2.9604 -1.2933 -3.0499 0.0 0.0 0.0
H -3.4863 -1.5730 -0.7381 0.0 0.0 0.0
H -4.3478 -2.4158 -2.8809 0.0 0.0 0.0
H -4.0739 -2.8476 -5.2656 0.0 0.0 0.0
H -2.6852 -2.7934 -7.3069 0.0 0.0 0.0
H -0.3903 -1.8657 -7.2045 0.0 0.0 0.0
H 0.5083 -0.9884 -5.0987 0.0 0.0 0.0
C -0.1403 -0.9693 5.0200 0.0 0.0 0.0
C 0.9419 -1.0861 3.9672 0.0 0.0 0.0
N 0.5015 -0.4173 2.7508 0.1 0.1 0.0
C -0.3780 0.6165 2.6992 0.0 0.0 0.0
N -0.6274 1.1585 1.5277 0.0 0.1 0.1
C -1.6256 2.2191 1.4092 0.0 0.0 0.0
C -2.6359 2.1681 2.5373 0.0 0.0 0.0
C -1.8924 2.1396 3.8542 0.0 0.0 0.0
N -0.9389 1.0333 3.8554 0.0 0.0 0.0
C -0.5375 0.4870 5.1499 0.0 0.0 0.0
H 0.2222 -1.3421 5.9770 0.0 0.0 0.0
H -1.0088 -1.5631 4.7293 0.0 0.0 0.0
H 1.1454 -2.1280 3.7263 0.0 0.0 0.0
H 1.8725 -0.6421 4.3335 0.0 0.0 0.0
H 0.7780 -0.7951 1.8602 0.0 0.0 0.0
H -2.1246 2.1083 0.4457 0.0 0.0 0.0
H -1.1321 3.1991 1.3996 0.0 0.0 0.0
H -3.2439 1.2655 2.4446 0.0 0.0 0.0
H -3.3009 3.0298 2.4961 0.0 0.0 0.0
H -2.5813 1.9742 4.6824 0.0 0.0 0.0
H -1.3788 3.0893 4.0386 0.0 0.0 0.0
H -1.3876 0.5920 5.8231 0.0 0.0 0.0
H 0.2858 1.0746 5.5709 0.0 0.0 0.0

***

Entry 2:
58
Properties=species:S:1:pos:R:3:forces:R:3 method="wB97M-V/def2-TZVPD" s_squared=0.952 charge=+3 spin_multiplicity=2 e_lumo_ev="-13.10 / -13.33" total_energy_ev=-150249.2279 e_homo_ev="-16.96 / -17.00" orbital_gap_ev="3.86 / 3.67"
C -4.4803 3.4425 -3.0547 -0.3 -0.3 -0.1
C -3.1791 2.9979 -2.5068 0.3 1.9 1.0
H -4.8983 4.2813 -2.4725 0.3 -0.4 -0.2
H -5.1539 2.5633 -3.0645 0.1 0.4 0.1
H -4.3553 3.7315 -4.1140 0.1 -0.1 0.3
O -2.4985 3.4932 -1.6228 -1.0 -2.3 -2.1
Cl -2.5655 1.4937 -3.4403 -0.3 0.4 0.1
V -1.1690 1.0383 -1.3747 -2.6 -3.3 -1.5
P 0.8862 1.9149 -1.9826 2.6 1.1 -1.6
C 1.9842 3.1028 -1.1694 -0.1 -0.2 0.9
C 1.9917 0.8734 -3.0048 -0.3 -0.4 0.2
H -0.5871 2.5052 -3.7899 0.5 0.6 -0.1
H 0.9186 3.4168 -3.8882 0.1 0.0 0.3
H -0.3481 3.8803 -2.6714 0.2 0.0 -0.3
C 0.1501 3.0572 -3.1967 -0.9 -0.3 -0.4
H 1.3881 0.1860 -3.6115 0.3 0.0 0.1
H 2.5629 1.5264 -3.6776 -0.2 0.0 0.2
H 2.4748 3.7003 -1.9459 -0.2 -0.2 0.0
H 2.7518 2.6112 -0.5702 -0.1 0.0 0.1
H 2.6964 0.3096 -2.3799 -0.2 0.1 -0.2
H 1.3916 3.7750 -0.5411 0.2 0.0 0.0
C -1.1792 2.3149 0.0257 0.3 6.5 7.2
O -1.1535 3.1640 0.8372 -0.1 -4.5 -4.2
Cl -2.6807 -0.6790 -1.3329 1.6 1.0 0.5
C 4.2940 -1.6280 2.7963 -0.1 0.1 -0.3
C 4.3108 -1.3304 1.4226 -0.4 0.1 -0.1
C 3.1453 -0.8656 0.7867 0.2 0.1 0.0
C 1.9518 -0.7094 1.5147 1.2 0.6 -0.6
C 1.9392 -1.0206 2.8819 -0.4 0.4 0.4
C 3.1107 -1.4687 3.5256 -0.2 0.0 -0.6
As 0.2770 -0.3365 0.3842 0.3 -3.1 3.0
C 0.1901 -2.2599 -0.1000 0.2 0.2 -1.3
C 0.2506 -2.6555 -1.4383 -0.5 -0.2 0.3
C 0.0504 -4.0117 -1.7326 0.1 0.0 -0.1
C -0.0631 -4.9624 -0.7073 0.0 0.3 -0.2
C 0.0308 -4.5561 0.6253 0.0 0.3 -0.3
C 0.1568 -3.1992 0.9236 -0.2 0.2 0.4
C -0.9928 -0.3086 1.9182 -0.1 0.9 -1.1
C -2.1069 -1.1421 1.8936 -0.8 -0.2 0.0
C -3.0221 -1.0962 2.9512 0.3 -0.2 -0.3
C -2.8380 -0.1854 3.9984 0.1 -0.2 0.1
C -1.7050 0.6375 4.0265 0.5 0.1 -0.4
C -0.8099 0.6165 2.9505 -0.1 0.4 0.5
H 5.2057 -1.9862 3.2859 -0.4 0.2 -0.2
H 5.2319 -1.4500 0.8393 -0.5 0.0 0.3
H 3.1628 -0.6496 -0.2909 0.1 -0.1 0.5
H 1.0244 -0.9390 3.4724 0.4 0.0 -0.2
H 3.0886 -1.6945 4.5980 -0.1 0.1 -0.5
H 0.4278 -1.9175 -2.2289 -0.3 -0.4 0.1
H -0.0337 -4.3130 -2.7810 0.2 0.0 0.4
H -0.2284 -6.0159 -0.9481 0.1 0.4 0.0
H -0.0308 -5.2768 1.4385 0.1 0.1 -0.2
H 0.2089 -2.8656 1.9575 -0.1 -0.2 -0.1
H -2.2731 -1.7902 1.0279 0.0 0.1 0.6
H -3.8685 -1.7865 2.9460 0.2 0.3 0.0
H -3.5719 -0.1261 4.8051 0.2 0.0 -0.2
H -1.5026 1.2901 4.8793 -0.2 -0.1 -0.3
H 0.0413 1.3029 2.9275 -0.2 -0.2 0.2

***

Entry 3:
57
Properties=species:S:1:pos:R:3:forces:R:3 method="wB97M-V/def2-TZVPD" charge=+3 spin_multiplicity=1 e_lumo_ev=-9.03 total_energy_ev=-173069.2125 e_homo_ev=-16.93 orbital_gap_ev=7.90
Ga -0.0839 -0.1240 -0.0293 0.1 0.3 0.2
C 0.2661 2.3187 1.8320 -0.1 0.0 0.1
C -1.2088 1.9955 2.0494 0.0 0.0 0.0
S -1.6397 0.2535 1.6874 0.0 -0.1 0.1
C -3.0946 0.3602 0.5928 0.0 0.0 -0.1
C -2.9139 1.1551 -0.6948 -0.1 0.0 0.0
S -1.5325 0.5537 -1.7325 0.0 -0.1 -0.2
C -0.6068 2.0718 -2.1515 0.0 0.1 0.0
C -0.1165 2.9147 -0.9777 0.0 0.0 -0.1
S 0.9464 1.9769 0.1768 0.1 0.0 0.0
H 0.4513 3.3720 2.0503 0.0 0.0 0.0
H 0.9075 1.7316 2.4960 0.0 0.0 0.0
H -1.4391 2.1478 3.1052 0.0 0.0 0.0
H -1.8767 2.6389 1.4790 0.0 0.0 0.0
H -3.3477 -0.6838 0.3927 0.0 0.0 0.0
H -3.9159 0.7771 1.1784 0.0 0.0 0.0
H -3.8155 1.0455 -1.3003 0.0 0.0 0.0
H -2.7695 2.2192 -0.5186 0.0 0.0 0.0
H 0.2206 1.7154 -2.7696 0.0 0.0 0.0
H -1.2524 2.6666 -2.8003 0.0 0.0 0.0
H 0.4985 3.7247 -1.3737 0.0 0.0 0.0
H -0.9257 3.3731 -0.4122 0.0 0.0 0.0
O 0.9280 -1.5404 -0.1516 0.0 -0.4 -0.2
As 2.2198 -2.2948 0.7900 0.0 0.1 0.1
C 1.5668 -4.0049 1.2340 0.0 -0.1 0.1
C 1.0903 -4.8140 0.2006 0.0 0.0 0.0
C 0.6588 -6.0944 0.4992 0.0 0.0 0.0
C 0.7200 -6.5623 1.8075 0.0 0.0 0.0
C 1.2180 -5.7612 2.8252 0.0 0.0 0.0
C 1.6481 -4.4723 2.5457 0.1 0.0 0.0
C 2.3529 -1.1504 2.3110 -0.1 0.1 0.0
C 1.3194 -1.2264 3.2535 0.0 0.0 0.0
C 1.3368 -0.3874 4.3595 0.0 0.0 0.0
C 2.3737 0.5270 4.5225 0.0 0.0 0.0
C 3.3811 0.6221 3.5705 0.0 0.0 0.0
C 3.3753 -0.2137 2.4588 0.0 0.0 0.0
C 3.6915 -2.2867 -0.3899 0.0 0.0 -0.1
C 4.9961 -2.2433 0.1004 0.0 -0.1 0.0
C 6.0523 -2.3392 -0.7937 0.0 0.0 0.0
C 5.8022 -2.4900 -2.1502 0.0 0.0 0.0
C 4.4986 -2.5538 -2.6280 0.0 0.0 0.0
C 3.4311 -2.4561 -1.7509 0.1 0.1 0.0
H 1.0619 -4.4624 -0.8234 0.0 0.0 0.0
H 0.2897 -6.7352 -0.2895 0.0 0.0 0.0
H 0.3894 -7.5675 2.0314 0.0 0.0 0.0
H 1.2853 -6.1432 3.8343 0.0 0.0 0.0
H 2.0691 -3.8660 3.3377 0.0 0.0 0.0
H 0.5347 -1.9689 3.1559 0.0 0.0 0.0
H 0.5675 -0.4767 5.1160 0.0 0.0 0.0
H 2.4055 1.1549 5.4037 0.0 0.0 0.0
H 4.1879 1.3309 3.7028 0.0 0.0 0.0
H 4.1702 -0.1321 1.7293 0.0 0.0 0.0
H 5.2043 -2.1839 1.1612 0.0 0.1 0.0
H 7.0693 -2.3123 -0.4278 0.0 0.0 0.0
H 6.6302 -2.5730 -2.8410 0.0 0.0 0.0
H 4.3152 -2.6910 -3.6848 0.0 0.0 0.0
H 2.4171 -2.5069 -2.1269 0.0 0.0 0.0

***

Entry 4:
65
Properties=species:S:1:pos:R:3:forces:R:3 method="wB97M-V/def2-TZVPD" charge=0 spin_multiplicity=1 e_lumo_ev=0.06 total_energy_ev=-87298.1953 e_homo_ev=-6.63 e_above_lowest_kcal_mol=0.0 orbital_gap_ev=6.70
Fe -0.2948 -0.6212 -0.0312 -0.1 0.8 -0.3
C 1.5766 4.0049 -2.3863 0.0 0.0 0.0
N 0.7761 2.7990 -2.3040 0.0 0.0 0.0
C 0.3472 2.0463 -3.3653 0.0 0.0 0.0
C -0.2823 0.9553 -2.8375 -0.1 0.0 0.0
N -0.2304 1.0196 -1.4772 0.5 0.0 0.0
C 0.4141 2.1301 -1.1794 -0.4 0.0 0.2
P 0.6129 2.6758 0.5431 0.2 0.0 0.0
C -0.9433 2.0048 1.2080 -0.2 0.1 -0.1
N -1.4302 0.7859 1.0299 0.1 -0.2 0.0
C -2.5814 0.7142 1.7534 -0.1 0.1 0.1
C -2.8069 1.9129 2.3683 0.0 0.0 0.0
N -1.7663 2.7276 2.0168 0.0 0.0 0.1
C -1.5959 4.1055 2.4427 0.0 0.0 0.0
C 1.6429 1.2939 1.1068 -0.2 0.0 0.1
N 1.2106 0.0467 1.0617 0.7 0.0 -0.1
C 2.1896 -0.7293 1.6157 0.0 0.0 0.1
C 3.2292 0.0696 1.9958 0.0 0.0 0.0
N 2.8743 1.3546 1.6723 0.1 0.0 0.0
C 3.6549 2.5465 1.9457 0.0 0.0 0.0
H 1.2737 4.5789 -3.2591 0.0 0.0 0.0
H 2.6358 3.7608 -2.4692 0.0 0.0 0.0
H 1.4144 4.6096 -1.4965 0.0 0.0 0.0
H 0.5299 2.3496 -4.3814 0.0 0.0 0.0
H -0.7624 0.1338 -3.3422 0.0 0.0 0.0
H -3.1525 -0.1960 1.8153 0.0 0.0 0.0
H -3.5921 2.2491 3.0224 0.0 0.0 0.0
H -2.3772 4.3367 3.1618 0.0 0.0 0.0
H -1.6798 4.7867 1.5975 0.0 0.0 0.0
H -0.6285 4.2421 2.9220 0.0 0.0 0.0
H 2.0660 -1.7950 1.6986 0.0 0.0 0.0
H 4.1732 -0.1526 2.4618 0.0 0.0 0.0
H 4.6920 2.2546 2.0908 0.0 0.0 0.0
H 3.2975 3.0524 2.8421 0.0 0.0 0.0
H 3.6028 3.2311 1.1016 0.0 0.0 0.0
B -0.3772 -2.9970 -2.5354 0.0 0.1 0.0
N 0.8189 -2.0157 -2.4491 0.1 0.0 0.1
C 1.7503 -1.8168 -3.3884 0.0 -0.1 0.0
C 2.7547 -1.0293 -2.8554 0.0 0.0 0.0
C 2.3314 -0.7897 -1.5499 0.0 -0.1 0.1
N 1.1632 -1.3898 -1.3056 -0.1 -0.1 -0.2
N -1.6799 -2.2271 -2.1488 0.1 0.0 0.1
C -2.9033 -2.4908 -2.6289 0.1 0.0 -0.1
C -3.8214 -1.7026 -1.9658 0.0 0.0 0.0
C -3.0447 -0.9679 -1.0701 0.1 0.1 -0.2
N -1.7561 -1.2885 -1.1840 -0.6 -0.4 -0.1
H -0.1845 -3.9194 -1.7914 0.0 -0.1 0.0
H -0.4828 -3.3576 -3.6836 0.0 0.0 0.0
H 1.6355 -2.2693 -4.3588 0.0 0.0 0.0
H 3.6601 -0.7007 -3.3351 0.0 0.0 0.0
H 2.8204 -0.2186 -0.7786 0.0 0.0 -0.1
H -3.0225 -3.2158 -3.4163 0.0 0.0 0.0
H -4.8853 -1.6578 -2.1178 0.0 0.0 0.0
H -3.3461 -0.2024 -0.3797 -0.1 0.0 0.0
F -1.3277 -4.8502 4.3302 0.0 0.0 0.0
C -1.0767 -3.9361 3.3507 0.0 0.0 0.0
C -0.9335 -2.6091 3.6895 0.0 0.0 0.0
C -0.6776 -1.6946 2.6701 0.1 0.0 0.0
C -0.5613 -2.0336 1.3086 -0.1 -0.2 0.4
C -0.7120 -3.4073 1.0562 0.0 0.0 -0.1
C -0.9648 -4.3560 2.0432 0.0 0.0 0.1
H -1.0161 -2.3076 4.7269 0.0 0.0 0.0
H -0.5434 -0.6592 2.9760 0.0 0.0 0.0
H -0.6318 -3.7672 0.0394 0.0 0.0 0.0
H -1.0759 -5.4073 1.8074 0.0 0.0 0.0

***

Entry 5:
62
Properties=species:S:1:pos:R:3:forces:R:3 method="wB97M-V/def2-TZVPD" charge=-2 spin_multiplicity=1 e_lumo_ev=3.96 total_energy_ev=-156243.1228 e_homo_ev=-2.04 e_above_lowest_kcal_mol=0.0 orbital_gap_ev=6.00
Pt 1.0952 1.4227 -0.2780 0.0 0.0 0.0
O 0.1984 3.2877 5.6151 0.0 0.0 0.0
C -0.1663 2.0547 5.1840 0.0 0.1 0.1
C 0.3503 1.5086 4.0209 0.0 -0.2 -0.1
C -0.0087 0.2205 3.6991 0.2 -0.2 -0.2
N -0.8502 -0.5376 4.4187 -0.1 0.2 0.1
C -1.3552 0.0435 5.4764 0.0 0.0 0.1
Br -2.6002 -1.0057 6.5107 0.0 0.0 0.0
C -1.0726 1.3174 5.9391 0.0 0.0 -0.1
H 0.9512 3.5696 5.0759 0.0 0.0 0.0
H 1.0574 2.0320 3.3897 0.0 0.1 0.1
H 0.4344 -0.2267 2.8160 -0.1 -0.1 0.0
H -1.5061 1.7115 6.8455 0.0 0.0 0.0
S 5.7769 2.5412 0.7470 0.0 0.0 0.0
Sb 3.8336 1.9381 1.7464 0.0 0.0 -0.1
S 2.7748 0.0894 0.6214 -0.1 0.0 0.0
S 1.9235 3.1944 1.0028 0.0 0.0 0.0
S 3.8288 1.7870 4.0205 0.0 0.0 0.1
F -4.5997 0.5557 -0.8554 0.0 0.0 0.0
C -3.3044 0.9789 -0.9688 0.0 0.0 0.0
C -2.4630 0.3687 -1.7846 0.0 0.0 0.0
C -1.0350 0.8503 -1.9125 0.0 0.0 0.0
C -0.7751 2.1466 -1.1348 0.0 0.0 0.0
C 0.2728 2.9494 -1.5707 0.0 0.0 0.0
C -1.7354 2.6031 -0.1294 0.0 0.0 0.0
C -2.9571 2.0665 -0.0664 0.0 0.0 0.0
H -2.7833 -0.4868 -2.3667 0.0 0.0 0.0
H -0.8982 1.0663 -2.9879 0.0 0.0 0.0
H 0.4397 3.9213 -1.1236 0.0 0.0 0.0
H 0.7068 2.8035 -2.5508 0.0 0.0 0.0
H -1.4209 3.3899 0.5463 0.0 0.0 0.0
H -3.6925 2.3817 0.6620 0.0 0.0 0.0
C 2.9035 -0.8519 -3.0483 0.0 0.0 0.0
C 1.5883 -0.9382 -3.8251 0.0 0.0 0.0
C 1.1799 0.4457 -4.3161 0.0 0.0 0.0
C 0.5607 -1.7462 -3.0386 0.0 0.0 0.0
C 0.2953 -3.0133 -3.5556 0.0 0.0 0.0
C -0.4730 -3.9339 -2.8685 0.0 0.0 0.0
C -0.9133 -3.6041 -1.6020 0.0 0.0 0.0
C -0.6709 -2.3537 -1.0301 0.0 0.0 0.0
C -1.0055 -2.2788 0.4602 0.0 0.0 0.0
C 0.2834 -2.4845 1.2617 0.0 0.0 0.0
C -1.7834 -1.0910 1.0146 0.0 0.0 0.0
C -0.0088 -1.3551 -1.7954 0.0 0.0 0.0
N 0.0063 -0.0079 -1.3764 0.0 0.0 0.0
H 3.6794 -0.3832 -3.6604 0.0 0.0 0.0
H 3.2496 -1.8444 -2.7535 0.0 0.0 0.0
H 2.7865 -0.2600 -2.1413 0.0 0.0 0.0
H 1.7810 -1.5367 -4.7230 0.0 0.0 0.0
H 1.1478 1.1406 -3.4827 0.0 0.0 0.0
H 0.2067 0.4353 -4.8119 0.0 0.0 0.0
H 1.9236 0.8103 -5.0307 0.0 0.0 0.0
H 0.7190 -3.2814 -4.5183 0.0 0.0 0.0
H -0.6872 -4.9077 -3.2942 0.0 0.0 0.0
H -1.4511 -4.3421 -1.0156 0.0 0.0 0.0
H -1.6321 -3.1586 0.6486 0.0 0.0 0.0
H 0.9560 -1.6365 1.1389 0.0 0.0 0.0
H 0.8181 -3.3762 0.9262 0.0 0.0 0.0
H 0.0538 -2.5870 2.3260 0.0 0.0 0.0
H -1.2505 -0.1548 0.8575 0.0 0.0 0.0
H -1.9143 -1.2357 2.0900 0.0 0.0 0.0
H -2.7684 -1.0123 0.5559 0.0 0.0 0.0

***

Entry 6:
63
Properties=species:S:1:pos:R:3:forces:R:3 method="wB97M-V/def2-TZVPD" charge=+1 spin_multiplicity=1 e_lumo_ev=-4.37 total_energy_ev=-87293.3056 e_homo_ev=-11.48 orbital_gap_ev=7.12
C -0.6837 3.1191 3.2578 -0.9 0.2 -0.3
C -0.5730 2.4991 2.2391 0.1 -0.1 -0.6
C -0.6228 1.7472 0.9663 0.8 -0.4 1.5
N -2.0023 1.9447 0.3858 0.4 -0.6 0.9
C -2.9317 0.7660 0.3212 -0.2 0.2 -0.4
S -2.2786 -0.7090 -0.5433 0.0 -0.3 0.0
C -4.2327 1.4685 -0.3289 0.0 -1.0 -0.6
N -4.8442 0.7038 -1.3965 0.2 0.4 0.3
C -3.7395 2.8926 -0.8743 -0.3 0.5 -0.5
C -4.2783 3.2249 -2.2893 0.5 -0.6 -0.7
C -4.1791 4.0849 -0.0107 0.5 -0.5 0.7
Cl -2.9754 5.1991 0.6471 -0.2 -0.7 -0.4
C -5.4358 4.3428 0.3241 -0.7 0.5 0.7
C -5.8451 5.5037 1.2101 -0.5 -0.2 0.1
Cl -6.7597 3.3221 -0.2067 0.4 0.4 0.1
C -2.2032 2.5773 -0.9289 -1.4 0.9 -0.9
S -1.0079 3.8271 -1.5307 2.4 2.3 -0.8
C 0.1806 2.8876 -2.5396 -1.2 -0.9 0.5
O -0.2572 4.4576 -0.4810 0.0 -1.3 0.9
O -1.6224 4.7861 -2.3953 -1.3 -0.8 -0.4
H -1.0662 3.7447 4.0388 0.6 -0.2 0.2
H -0.5126 0.6914 1.2473 -0.1 0.1 -0.5
H 0.1948 2.0270 0.2992 -0.4 0.0 -0.1
H -2.4658 2.4945 1.1261 0.2 0.7 -0.5
H -3.1582 0.4138 1.3334 0.2 0.2 -0.1
H -1.1213 -0.3428 -1.1583 -0.4 0.5 0.3
H -4.9882 1.4675 0.4636 0.3 0.7 0.0
H -5.1653 -0.1980 -1.0650 0.0 0.0 -0.1
H -4.2094 0.5738 -2.1755 -0.1 -0.2 0.0
H -5.3381 2.9961 -2.4050 0.2 0.1 0.3
H -4.0839 4.2656 -2.5616 0.0 -0.2 0.3
H -3.7534 2.6106 -3.0447 -0.2 0.2 0.2
H -5.9079 6.4381 0.6380 0.1 -0.2 0.1
H -6.8354 5.3272 1.6484 0.2 -0.1 -0.3
H -5.1563 5.6465 2.0476 0.0 0.0 -0.3
H -2.1857 1.8321 -1.7415 0.5 -0.1 0.6
H -0.2449 2.7529 -3.5407 0.1 0.2 0.2
H 0.2815 1.8901 -2.0812 0.4 0.4 -0.1
H 1.1216 3.4402 -2.5426 -0.3 0.0 0.1
C 4.1175 -1.7939 0.5844 0.0 0.1 -0.1
C 3.5963 -0.7834 -0.1087 0.1 0.0 0.0
C 2.1326 -0.6267 -0.2435 0.1 0.0 0.0
O 1.6426 0.2958 -0.8767 -0.1 0.0 0.1
C 1.2696 -1.6266 0.4168 0.1 0.0 0.0
C 1.7813 -2.6380 1.1113 -0.1 0.0 0.0
C 3.2517 -2.8007 1.2502 0.1 0.0 0.0
O 3.7222 -3.7182 1.8822 0.0 0.0 0.0
H 5.1859 -1.9284 0.6956 0.0 0.0 0.0
H 4.2103 -0.0392 -0.5997 0.0 0.0 0.0
H 0.2074 -1.4726 0.2922 -0.1 -0.1 0.1
H 1.1629 -3.3799 1.6009 0.0 0.0 0.0
C 6.5627 -5.8071 1.0256 -0.1 0.0 0.0
C 5.4302 -6.4847 1.1895 0.0 0.1 0.0
C 5.3284 -7.9157 0.8127 0.0 -0.1 0.0
O 4.2950 -8.5323 0.9600 0.0 0.0 0.0
C 6.5383 -8.5619 0.2479 0.1 0.0 0.0
C 7.6715 -7.8833 0.0839 -0.1 -0.1 0.0
C 7.7727 -6.4521 0.4608 0.1 0.0 0.0
O 8.8042 -5.8326 0.3137 0.0 0.0 0.0
H 6.6549 -4.7624 1.2947 0.0 0.0 0.0
H 4.5392 -6.0288 1.6010 0.0 0.0 0.0
H 6.4452 -9.6065 -0.0204 0.0 0.0 0.0
H 8.5641 -8.3373 -0.3272 0.0 0.0 0.0